[1]
Below is an isolated molecule of C23H29N3O3S, with properties calculated with ωB97M-V/def2-TZVPD.

```
59
Properties=species:S:1:pos:R:3
C 2.033 -7.593 -2.867
C 2.126 -6.404 -3.790
O 2.757 -6.418 -4.825
C 1.401 -5.209 -3.361
C 1.291 -4.031 -4.058
C 0.519 -3.066 -3.395
C 0.057 -3.493 -2.180
S 0.538 -5.118 -1.855
C -0.895 -2.770 -1.282
O -2.040 -2.588 -1.648
N -0.419 -2.379 -0.084
C 0.956 -2.480 0.342
H 1.549 -2.974 -0.428
C 1.516 -1.085 0.622
C 0.655 -0.377 1.663
H 1.057 0.619 1.855
C -0.792 -0.290 1.177
C -1.710 0.347 2.224
C -1.563 1.866 2.322
C -2.302 2.558 1.183
O -2.880 1.929 0.318
N -2.337 3.917 1.208
C -1.583 4.768 2.095
H -1.282 4.217 2.984
H -2.231 5.594 2.408
C -0.324 5.360 1.429
C 0.619 4.287 0.970
N 1.609 3.982 1.800
C 2.475 3.051 1.443
C 2.404 2.362 0.242
C 1.357 2.661 -0.617
C 0.450 3.640 -0.251
H -0.369 3.899 -0.903
H 1.253 2.145 -1.560
H 3.143 1.618 -0.010
H 3.264 2.853 2.158
H 0.186 5.982 2.164
H -0.617 5.981 0.581
C -3.135 4.603 0.215
H -2.516 5.212 -0.447
H -3.866 5.249 0.707
H -3.655 3.851 -0.376
H -0.511 2.154 2.315
H -2.003 2.203 3.264
H -1.504 -0.099 3.200
H -2.745 0.128 1.959
C -1.293 -1.701 0.851
H -2.283 -1.656 0.396
H -1.345 -2.295 1.773
H -0.836 0.310 0.264
H 0.688 -0.939 2.600
H 2.546 -1.172 0.971
H 1.513 -0.509 -0.306
H 0.999 -3.083 1.258
H 0.308 -2.087 -3.785
H 1.753 -3.890 -5.019
H 2.411 -7.328 -1.882
H 2.612 -8.418 -3.273
H 0.993 -7.894 -2.760
```

## Properties
**SMILES**: CC(=O)c1ccc(C(=O)N2CCC[C@H](CCC(=O)N(C)CCc3ccccn3)C2)s1
**Kohn-Sham gap**: 9.05 eV
**Net charge**: 0
**E**: -45771.0210 eV
**Energy relative to the best compared isomer or geometry (same formula, charge and spin)**: 29.4 kJ/mol


[2]
Below is an isolated molecule of C11H18N2Si at a distorted geometry, with properties calculated with ωB97M-V/def2-TZVPD.

```
32
Properties=species:S:1:pos:R:3
C -1.990 -0.981 0.308
C 0.326 -2.520 -0.175
C -0.878 -0.385 -0.088
C 0.460 -1.206 0.002
C -0.817 0.978 -0.671
C 0.071 1.144 -1.849
C -2.117 -2.382 0.729
C -1.061 -3.138 -0.163
C -1.579 2.003 -0.343
C -2.506 2.155 0.860
C 3.326 1.766 0.721
N 3.674 -1.373 -0.204
N 2.139 1.127 0.248
Si 2.280 -0.527 0.059
H -2.996 -0.475 0.144
H 1.199 -3.215 -0.329
H 0.846 0.397 -2.039
H 0.378 2.288 -1.768
H -2.143 -2.607 1.741
H -3.036 -2.793 0.360
H -1.392 -3.400 -1.081
H -0.979 -4.107 0.410
H -1.553 2.948 -0.910
H -3.326 2.901 0.760
H -1.734 2.501 1.635
H -2.912 1.203 1.254
H 3.337 2.763 0.437
H 3.420 1.851 1.859
H 4.273 1.128 0.400
H -0.559 1.151 -2.760
H 4.522 -0.768 -0.092
H 1.328 1.574 0.546
```

## Properties
**SMILES**: [H]/N=[Si](\NC)C1=CCCC=C1/C(C)=C\C
**Kohn-Sham gap**: 8.92 eV
**Net charge**: 0
**E**: -22553.7848 eV
**Energy relative to the best compared isomer or geometry (same formula, charge and spin)**: 92.9 kJ/mol


[3]
Below is an isolated molecule of C2H6BrO2P at a distorted geometry, with properties calculated with ωB97M-V/def2-TZVPD.

```
12
Properties=species:S:1:pos:R:3
C 0.371 -1.406 -0.173
C -0.864 1.797 0.316
O -1.739 0.268 2.595
O -0.036 -0.856 1.115
P -1.268 0.171 1.217
Br -2.898 -0.975 -0.081
H 1.045 -2.235 -0.024
H 0.873 -0.604 -0.666
H -0.599 -1.795 -0.608
H 0.169 1.963 0.709
H -0.767 1.871 -0.860
H -1.588 2.587 0.744
```

## Properties
**SMILES**: CO[P@](C)(=O)Br
**Kohn-Sham gap**: 10.82 eV
**Net charge**: 0
**E**: -85598.8761 eV
**Energy relative to the best compared isomer or geometry (same formula, charge and spin)**: 16.0 kJ/mol


[4]
Below is a structure of composition C38H74Br10F3O14S6 at a distorted geometry, with properties calculated with ωB97M-V/def2-TZVPD.

```
145
Properties=species:S:1:pos:R:3
C 0.136 0.128 0.320
O 0.349 -1.267 0.224
O -0.702 0.385 1.477
C 1.334 0.967 -0.072
F 1.497 0.952 -1.419
F 1.102 2.222 0.187
F 2.548 0.648 0.460
C 0.555 -1.832 -1.126
C 0.729 -3.355 -0.941
H 0.759 -3.946 -1.856
H 1.645 -3.577 -0.393
H -0.104 -3.684 -0.320
H 1.446 -1.413 -1.594
H -0.328 -1.640 -1.736
H -0.577 0.372 -0.468
C 1.266 -3.117 2.995
C 1.419 -2.687 1.567
C 2.945 -2.294 1.247
S 3.954 -3.408 2.199
O 5.214 -2.767 2.641
O 3.804 -4.802 1.588
C 2.709 -3.519 3.554
H 0.527 -3.917 3.041
H 0.960 -2.306 3.656
H 0.715 -1.879 1.371
H 1.068 -3.478 0.904
H 3.116 -1.317 1.699
H 3.266 -2.247 0.206
H 2.998 -2.812 4.332
H 2.694 -4.481 4.066
C -3.368 -1.022 2.399
C -4.737 -0.695 3.016
C -4.535 0.139 4.318
S -2.763 0.843 4.223
O -1.996 0.075 5.161
O -2.834 2.296 4.257
C -2.533 0.265 2.444
H -3.483 -1.597 1.479
H -2.822 -1.729 3.023
H -5.329 -1.588 3.218
H -5.395 -0.223 2.287
H -4.647 -0.438 5.236
H -5.058 1.095 4.351
H -1.515 0.278 2.054
H -2.956 1.030 1.794
C 0.084 3.251 -0.994
C -0.815 2.080 -1.357
C -2.160 2.581 -2.046
S -1.514 3.981 -3.080
O -2.321 5.208 -2.846
O -1.323 3.613 -4.486
C 0.124 4.198 -2.186
H 1.042 2.940 -0.576
H -0.432 3.799 -0.206
H -0.976 1.413 -0.510
H -0.290 1.442 -2.068
H -2.795 2.964 -1.248
H -2.741 1.850 -2.609
H 0.379 5.215 -1.888
H 0.825 3.780 -2.908
C -1.591 -5.756 -2.659
C -2.122 -5.711 -4.127
C -0.952 -4.916 -4.821
S -0.468 -3.568 -3.699
O -1.236 -2.403 -4.048
O 0.976 -3.525 -3.567
C -1.189 -4.324 -2.231
H -0.641 -6.287 -2.603
H -2.338 -6.202 -2.001
H -3.068 -5.188 -3.981
H -2.148 -6.753 -4.444
H -1.059 -4.390 -5.770
H 0.003 -5.434 -4.906
H -2.103 -3.731 -2.200
H -0.532 -4.235 -1.366
C 4.445 4.315 -0.299
C 3.708 3.795 -1.600
C 2.410 3.208 -1.089
S 1.764 4.509 0.027
O 1.258 3.808 1.226
O 0.987 5.582 -0.653
C 3.417 5.246 0.348
H 5.369 4.859 -0.495
H 4.635 3.525 0.427
H 4.288 2.957 -1.987
H 3.567 4.456 -2.455
H 2.650 2.449 -0.344
H 1.700 2.985 -1.885
H 3.461 5.402 1.426
H 3.384 6.295 0.053
C -0.655 -0.342 -3.604
C 0.589 -0.924 -4.330
C 1.603 0.159 -4.590
S 0.700 1.767 -4.748
O 0.800 2.216 -6.125
O 1.156 2.461 -3.569
C -0.935 0.977 -4.402
H -0.406 -0.113 -2.568
H -1.570 -0.923 -3.727
H 0.364 -1.379 -5.295
H 1.093 -1.662 -3.706
H 2.292 -0.060 -5.405
H 2.338 0.187 -3.785
H -1.367 0.788 -5.385
H -1.552 1.703 -3.873
Br 4.693 -0.240 3.813
C 3.770 0.203 2.121
C 3.373 1.678 2.011
Br 5.031 2.839 1.805
H 2.898 -0.438 1.991
H 4.480 -0.134 1.366
H 2.917 2.066 2.922
H 2.707 1.717 1.150
Br -2.330 2.830 0.553
C -0.815 2.543 1.801
C -0.344 3.839 2.492
Br -1.792 4.247 3.824
H -0.005 2.170 1.174
H -1.086 1.714 2.454
H -0.119 4.640 1.787
H 0.537 3.671 3.111
Br 0.561 2.199 4.528
C -0.160 0.434 3.958
C 1.007 -0.275 3.266
Br 2.219 -0.964 4.691
H -0.974 0.675 3.275
H -0.510 -0.164 4.799
H 1.584 0.427 2.664
H 0.628 -1.091 2.651
Br -2.523 -3.228 -0.329
C -2.023 -3.471 1.651
C -1.197 -2.292 2.123
Br -1.007 -2.397 4.114
H -1.464 -4.401 1.759
H -2.917 -3.605 2.260
H -1.715 -1.345 1.968
H -0.250 -2.190 1.594
Br -2.794 -0.718 -1.891
C -2.878 0.342 -0.264
C -4.049 1.318 -0.281
Br -5.691 0.264 -0.149
H -1.945 0.796 0.070
H -2.991 -0.364 0.559
H -4.108 1.921 -1.187
H -3.906 1.985 0.569
```

## Properties
**Kohn-Sham gap**: 6.76 eV
**Net charge**: -1
**E**: -842800.8114 eV
**Energy relative to the best compared isomer or geometry (same formula, charge and spin)**: 5474.2 kJ/mol


[5]
Below is an isolated molecule of C10H10O2 at a distorted geometry, with properties calculated with ωB97M-V/def2-TZVPD.

```
22
Properties=species:S:1:pos:R:3
C 3.401 1.371 0.254
C 4.477 1.759 0.788
C 1.156 -1.553 0.133
C 1.405 0.233 -0.961
C 0.072 -0.744 0.898
C 0.086 0.926 -0.916
C 2.449 0.676 -0.293
C -0.883 -0.039 -0.067
C -1.749 0.848 0.846
C -1.661 -1.028 -0.931
O 1.820 -2.367 0.636
O 1.410 -1.175 -1.098
H -0.426 -1.443 1.670
H 0.614 -0.030 1.560
H 0.109 1.943 -0.354
H -0.258 1.108 -1.979
H -1.872 2.018 0.783
H -1.455 0.590 1.874
H -2.853 0.687 0.758
H -2.301 -0.488 -1.803
H -2.414 -1.582 -0.310
H -1.124 -1.713 -1.487
```

## Properties
**Kohn-Sham gap**: 7.59 eV
**Net charge**: 0
**E**: -14619.6288 eV
**Energy relative to the best compared isomer or geometry (same formula, charge and spin)**: 802.5 kJ/mol


[6]
Below is a cluster of 2 separate species, C2H7N3 in total at a distorted geometry, with properties calculated with ωB97M-V/def2-TZVPD.

```
12
Properties=species:S:1:pos:R:3
C -1.638 0.478 0.109
C 1.345 0.330 -0.125
N -2.598 -0.251 -0.147
N 2.563 -0.047 0.119
N 0.307 -0.454 -0.078
H -1.496 1.519 0.378
H 1.196 1.348 -0.483
H -3.579 0.104 -0.120
H -2.532 -1.252 -0.403
H 3.353 0.564 -0.079
H 2.807 -0.985 0.436
H 0.273 -1.354 0.392
```

## Properties
**Kohn-Sham gap (alpha / beta)**: 9.08 / 8.36 eV
**Net charge**: +2
**E**: -6634.1902 eV
**Energy relative to the best compared isomer or geometry (same formula, charge and spin)**: 0.0 kJ/mol
**Multiplicity**: 3